[1]
C9H28B3CsF8N3O3 as an isolated structure in a non-equilibrium geometry, computed with the ωB97M-V functional and the def2-TZVPD basis.

Results
Kohn-Sham gap = 10.1 eV
total charge = +1
E_LUMO = -3.31 eV
HOMO level = -13.4 eV

Structure (XYZ):
```
55
Properties=species:S:1:pos:R:3:forces:R:3
Cs 1.463 -2.401 2.154 0.27 -0.67 0.34
B 0.511 -0.035 0.377 -0.03 0.35 -0.16
H -0.343 0.197 0.995 -3.25 0.98 2.86
H 0.160 -0.946 -0.083 -0.87 -4.04 -1.95
H 0.475 0.745 -0.367 0.44 3.06 -3.04
H 1.411 -0.128 0.965 3.17 0.01 1.55
C -3.490 1.293 -0.684 0.69 -0.54 -0.08
C -3.749 -0.091 -0.133 -3.06 0.71 0.78
O -4.866 -0.463 0.114 1.95 -0.44 -0.32
N -2.570 -0.989 0.143 -0.21 -0.90 -2.08
H -1.728 -0.511 -0.144 0.74 0.32 -0.28
H -2.378 -1.081 1.130 -0.61 -0.25 1.34
C -2.604 -2.368 -0.595 -0.09 0.87 1.13
H -4.352 1.959 -0.657 -0.11 -0.48 0.52
H -3.292 1.175 -1.749 0.51 0.06 -0.12
H -2.644 1.729 -0.154 0.12 0.16 -0.27
H -2.263 -2.222 -1.619 -0.13 0.01 0.17
H -3.612 -2.780 -0.546 0.06 0.30 -0.04
H -1.940 -3.023 -0.030 0.04 0.11 -0.21
C 0.536 3.689 0.604 -0.31 -0.37 0.23
C 1.330 2.687 1.430 1.15 0.56 -0.16
O 2.495 2.469 1.322 -1.36 -0.06 0.31
N 0.579 2.024 2.638 1.28 1.14 0.27
H -0.335 2.433 2.767 -0.32 0.37 0.25
H 0.344 1.050 2.507 0.07 -0.77 -0.67
C 1.411 2.122 3.900 -0.10 0.01 0.32
H 0.116 3.175 -0.260 -0.17 -0.20 0.13
H 1.140 4.494 0.186 0.43 -0.29 0.35
H -0.267 4.151 1.178 -0.09 -0.14 0.01
H 0.922 1.537 4.680 -0.13 0.08 -0.21
H 1.502 3.156 4.232 -0.14 -0.04 -0.24
H 2.414 1.726 3.738 -0.23 0.01 -0.38
C 1.100 0.993 -3.826 1.05 -0.21 -0.60
C 1.862 -0.191 -3.301 0.57 2.58 2.03
O 3.025 -0.217 -3.093 -0.03 -0.67 -1.07
N 1.031 -1.205 -2.633 0.58 -1.74 -1.37
H 1.371 -1.235 -1.682 1.09 -0.77 0.82
H 0.100 -0.855 -2.453 -0.60 -0.17 -0.67
C 1.098 -2.582 -3.396 -1.98 0.44 1.32
H 1.784 1.840 -3.771 0.03 -0.11 -0.14
H 0.204 1.278 -3.275 -0.20 -0.51 -0.33
H 1.002 0.719 -4.877 -0.86 0.60 -0.25
H 2.057 -2.930 -3.779 0.19 0.76 0.59
H 0.344 -2.523 -4.182 0.27 0.23 -0.19
H 0.677 -3.248 -2.643 0.50 -0.37 -0.23
B 3.689 -2.415 -0.617 2.91 0.57 -1.87
F 3.618 -1.036 -0.636 -1.08 1.02 0.12
F 3.999 -2.761 0.674 0.48 -0.83 1.22
F 2.560 -3.067 -0.989 -3.28 -0.61 -0.08
F 4.591 -2.770 -1.664 0.36 -0.12 0.93
B -2.119 -0.514 3.652 0.23 -0.80 2.99
F -1.523 -1.620 3.069 1.06 -1.95 -0.38
F -2.846 -0.810 4.831 1.12 0.24 -1.00
F -1.088 0.423 3.842 0.74 0.61 0.67
F -2.911 -0.046 2.711 -2.84 1.88 -2.87
```
Forces are in eV/Å.

Mulliken atomic charge list, values in e, 4 entries:
1 Cs 1.26
2 B 0.23
3 H -0.39
4 H -0.31

[2]
C9H28CdCl2N5O6P2SbSe4 as an isolated structure in a non-equilibrium geometry, computed with the ωB97M-V functional and the def2-TZVPD basis.

Results
Kohn-Sham gap = 4.9 eV
total charge = -2
E_LUMO = 3.95 eV
HOMO level = -1.0 eV
energy relative to the best compared isomer or geometry (same formula, charge and spin) = 1.095 eV

Structure (XYZ):
```
58
Properties=species:S:1:pos:R:3:forces:R:3
Cd 0.242 -0.592 -0.693 -1.91 -0.56 1.70
N -1.003 -2.614 -1.107 -0.18 0.09 0.34
C -2.117 -2.973 -0.248 0.01 0.17 0.12
C -1.736 -2.815 1.225 -0.09 0.05 -0.09
N -1.249 -1.495 1.639 -0.28 -0.23 -0.13
C -2.314 -0.565 2.006 -0.04 0.04 -0.18
C -3.156 -0.042 0.842 0.09 -0.11 -0.02
N -2.268 0.399 -0.221 0.05 -0.04 0.31
C -0.299 -1.606 2.732 0.16 0.15 0.08
C 0.549 -0.346 2.878 -0.06 -0.21 -0.05
N 1.232 -0.050 1.622 -0.23 0.55 -0.15
H -1.310 -2.619 -2.082 0.15 0.08 -0.11
H -0.307 -3.372 -1.058 0.03 0.00 -0.16
H -2.411 -4.022 -0.390 -0.03 0.03 0.02
H -2.973 -2.355 -0.507 -0.07 0.03 -0.01
H -0.931 -3.533 1.400 0.00 0.01 0.08
H -2.598 -3.121 1.845 0.06 -0.02 0.05
H -1.850 0.320 2.442 0.00 -0.09 0.11
H -2.970 -1.028 2.766 -0.02 0.10 0.00
H -3.785 0.775 1.231 -0.01 -0.10 0.11
H -3.838 -0.816 0.485 0.04 0.02 -0.12
H -1.698 1.175 0.121 -0.05 0.05 -0.12
H -2.763 0.741 -1.034 0.10 -0.13 -0.12
H 0.378 -2.435 2.518 -0.02 -0.02 -0.01
H -0.801 -1.820 3.694 0.00 -0.04 -0.03
H 1.250 -0.520 3.701 0.02 0.08 -0.02
H -0.068 0.510 3.152 0.06 0.00 0.02
H 2.211 -0.295 1.672 0.01 -0.12 -0.26
H 1.172 0.942 1.410 0.07 0.02 -0.02
N 2.288 4.154 -0.731 -0.12 -0.39 0.45
C 0.835 3.854 -1.051 -0.35 -0.63 0.40
C 0.226 4.885 -1.972 0.12 0.13 0.04
P 0.890 2.101 -1.667 0.63 1.31 -0.56
O 1.604 2.440 -3.091 -0.25 -0.39 0.02
O 1.907 1.552 -0.698 -0.09 -0.03 0.07
O -0.455 1.503 -1.858 -0.02 0.39 0.24
P 0.063 3.775 0.682 0.02 0.54 0.31
O -1.142 4.879 0.589 -0.02 -0.24 -0.15
O 1.152 4.362 1.536 -0.01 0.14 -0.11
O -0.550 2.464 1.023 0.01 -0.09 -0.08
H 2.743 4.761 -1.402 -0.02 0.00 -0.05
H 2.719 3.197 -0.693 -0.01 0.23 -0.05
H 2.246 4.497 0.277 0.04 0.09 -0.32
H 0.808 4.964 -2.893 0.00 -0.03 -0.01
H 0.159 5.857 -1.480 -0.05 0.04 -0.09
H -0.779 4.569 -2.249 0.00 0.01 0.02
H 1.627 1.604 -3.603 0.12 0.13 0.08
H -1.952 4.398 0.369 0.08 0.10 0.11
Cl 3.274 -3.764 2.593 0.08 -0.04 0.26
C 2.864 -4.009 0.869 -0.12 0.05 -0.27
Cl 2.445 -2.488 0.082 0.56 -0.57 0.26
H 2.023 -4.688 0.797 -0.07 0.08 -0.04
H 3.720 -4.435 0.359 0.05 0.06 0.05
Se 3.368 -3.725 -4.870 0.00 0.24 0.08
Sb 1.353 -3.268 -3.575 -0.02 -0.62 -0.37
Se 1.616 -0.864 -2.622 1.56 -0.81 -1.88
Se -0.732 -3.274 -4.865 -0.08 0.23 0.16
Se 1.090 -5.127 -1.897 0.11 0.27 0.08
```
Forces are in eV/Å.

Mulliken atomic charge list, values in e, 4 entries:
1 Cd 2.47
2 N 0.05
3 C -0.82
4 C -0.96

[3]
A 7-piece molecular cluster, C9H29N2O9 overall in a non-equilibrium geometry, computed with the ωB97M-V functional and the def2-TZVPD basis.

Results
Kohn-Sham gap = 8.5 eV
total charge = -1
E_LUMO = 2.49 eV
HOMO level = -6.0 eV
energy relative to the best compared isomer or geometry (same formula, charge and spin) = 0.000 eV

Structure (XYZ):
```
49
Properties=species:S:1:pos:R:3:forces:R:3
N -3.454 -1.436 -0.368 -2.56 0.96 3.08
O -4.557 -1.096 0.235 2.01 -0.58 -1.54
O -2.905 -2.491 -0.007 0.39 -0.15 -0.87
O -2.945 -0.632 -1.160 0.39 -0.26 -0.71
C 3.281 2.299 1.522 0.38 -0.17 -0.57
C 2.833 0.811 1.804 -0.66 -0.43 -0.31
C 1.510 0.935 2.594 -0.66 0.30 0.54
C 0.321 1.436 1.752 0.67 0.08 0.51
C 0.152 0.482 0.610 -2.29 1.03 0.49
C 1.337 0.271 -0.225 2.45 -1.22 -3.14
N 2.518 -0.043 0.580 -1.21 0.31 3.38
O 3.598 -0.615 -0.059 0.02 0.49 -0.27
C 1.022 -1.052 -1.083 0.17 0.92 0.76
C 1.667 1.466 -1.193 -1.52 0.16 0.51
C 3.842 0.015 2.691 -0.18 1.59 -0.24
H 3.921 2.481 0.659 0.20 -0.68 -0.33
H 2.423 2.930 1.290 -0.08 -0.12 0.33
H 3.855 2.785 2.311 -0.25 -0.34 0.54
H 1.263 -0.026 3.045 -0.08 -0.28 -0.29
H 1.698 1.569 3.460 0.13 0.33 0.00
H -0.661 1.609 2.194 0.12 -0.77 0.98
H 0.458 2.462 1.409 0.69 0.04 -0.45
H -0.689 0.936 0.087 0.20 -0.11 -1.11
H -0.324 -0.457 0.892 0.54 -0.27 0.52
H -0.051 -1.131 -1.260 -0.08 0.23 -0.14
H 1.280 -1.886 -0.430 0.15 -0.07 -0.17
H 1.547 -1.111 -2.036 0.14 0.05 0.14
H 1.691 2.433 -0.690 0.02 -0.07 0.38
H 0.785 1.540 -1.830 0.23 0.02 -0.60
H 2.585 1.444 -1.780 -0.04 -0.63 -0.06
H 4.795 0.165 2.183 0.23 -1.08 0.14
H 3.978 0.476 3.669 -0.19 0.69 0.00
H 3.507 -0.976 2.995 0.23 -0.26 -1.03
H 3.922 0.087 -0.628 0.56 0.18 -0.55
O -3.460 -4.331 -2.175 0.00 -0.53 -0.60
H -4.404 -4.229 -2.054 -0.17 0.08 0.09
H -3.071 -3.766 -1.508 0.13 0.47 0.51
O -0.234 -4.255 0.149 0.36 -0.32 0.20
H -1.172 -4.083 0.229 -0.37 0.27 0.02
H 0.003 -3.902 -0.709 -0.02 0.14 -0.19
O -5.198 0.511 -2.962 -0.36 0.35 -0.27
H -5.016 0.261 -3.869 0.08 -0.08 -0.21
H -4.546 0.035 -2.448 0.36 -0.28 0.59
O -3.984 2.128 0.379 -0.08 0.51 0.14
H -3.122 2.542 0.421 0.19 0.10 -0.04
H -3.801 1.189 0.406 -0.21 -0.69 -0.18
O -1.877 0.858 -3.351 0.42 0.30 -0.52
H -2.647 1.257 -2.945 -0.31 0.03 0.21
H -1.676 0.105 -2.796 -0.14 -0.29 0.31
```
Forces are in eV/Å.

Mulliken atomic charge list, values in e, 4 entries:
1 N 0.66
2 O -0.61
3 O -0.66
4 O -0.36

[4]
A 6-piece molecular cluster, C9H29NO6 overall in a non-equilibrium geometry, computed with the ωB97M-V functional and the def2-TZVPD basis.

Results
Kohn-Sham gap = 8.9 eV
SMILES = CC1(C)CCCC(C)(C)N1O.O.O.O.O.O
E_LUMO = 0.40 eV
HOMO level = -8.5 eV
energy relative to the best compared isomer or geometry (same formula, charge and spin) = 1.256 eV

Structure (XYZ):
```
45
Properties=species:S:1:pos:R:3:forces:R:3
C 0.935 -1.792 -1.633 -0.21 -0.01 0.63
C 0.234 -2.979 -0.890 -0.54 -0.38 -2.04
C -1.219 -2.663 -0.483 1.04 1.33 0.65
C 0.134 -4.076 -2.026 0.95 -0.79 1.71
C -0.257 -5.448 -1.437 0.10 0.50 -0.75
C 0.662 -5.903 -0.316 0.42 0.61 0.48
C 0.831 -4.812 0.783 -1.07 1.13 1.51
C -0.499 -4.816 1.740 1.86 0.02 0.02
C 2.151 -5.113 1.540 -0.37 -1.16 0.39
N 1.084 -3.435 0.224 -0.14 -0.78 -1.23
O 1.174 -2.418 1.268 -0.45 -1.16 -0.90
H 2.008 -1.956 -1.724 0.06 -0.22 0.40
H 0.625 -1.695 -2.674 -0.54 -0.04 0.10
H 0.781 -0.836 -1.131 -0.01 0.03 0.04
H -1.761 -3.464 0.019 0.15 0.08 -0.38
H -1.040 -1.866 0.240 -0.68 0.16 0.35
H -1.782 -2.214 -1.302 -0.03 -0.26 -0.08
H -0.584 -3.813 -2.804 0.00 0.41 0.22
H 1.121 -4.145 -2.484 0.10 -0.13 -0.17
H -1.286 -5.350 -1.093 -0.04 -0.18 0.29
H -0.305 -6.149 -2.270 0.14 -0.32 0.13
H 1.670 -6.223 -0.582 0.14 0.48 -0.91
H 0.324 -6.835 0.136 -0.57 0.20 0.39
H -0.355 -5.539 2.544 0.07 -0.26 -0.07
H -1.456 -5.046 1.272 0.31 -0.01 -0.33
H -0.565 -3.856 2.252 -0.06 0.10 -0.20
H 2.430 -4.622 2.472 -0.68 0.65 -0.09
H 3.011 -5.008 0.878 -0.18 0.02 -0.25
H 2.101 -6.157 1.848 0.12 -0.30 -0.08
H 2.130 -2.355 1.323 0.11 0.28 0.17
O 0.508 9.166 -3.131 0.11 0.04 -0.25
H 0.899 8.893 -2.301 0.13 -0.08 0.22
H -0.428 9.240 -2.943 -0.25 0.02 0.05
O -0.295 6.079 0.541 0.21 0.07 0.23
H -1.077 6.537 0.231 -0.25 0.16 -0.10
H -0.211 5.325 -0.043 0.03 -0.20 -0.14
O -2.055 11.109 2.041 0.02 -0.10 -0.22
H -2.607 10.739 2.729 -0.13 -0.13 0.16
H -1.772 11.955 2.388 0.11 0.22 0.05
O 2.096 6.628 4.324 0.05 0.08 0.26
H 1.283 6.544 3.826 -0.25 -0.01 -0.17
H 2.772 6.284 3.739 0.17 -0.07 -0.13
O -3.513 7.197 -2.161 0.23 -0.08 0.15
H -3.587 7.283 -3.111 0.02 -0.02 -0.26
H -4.310 7.604 -1.821 -0.20 0.10 0.14
```
Forces are in eV/Å.

Mulliken atomic charge list, values in e, 4 entries:
1 C -1.82
2 C 1.36
3 C -1.63
4 C -1.20